{"formula": "C7H9N", "method": "the ωB97M-V functional and the def2-TZVPD basis", "largest_force_ha_per_bohr": 0.2020, "total_energy_ev": -8891.41277, "e_above_lowest_kcal_mol": 86.33, "homo_energy_ev": -8.702, "gap_ev": 9.70, "species": ["C", "C", "C", "C", "C", "C", "C", "H", "H", "H", "H", "H", "H", "H", "H", "H", "N"], "coordinates": [[2.493, -0.054, 0.565], [0.260, -0.169, -0.356], [-0.345, 1.093, -0.306], [-1.703, 1.264, -0.016], [-2.470, 0.031, 0.172], [-1.935, -1.143, 0.045], [-0.595, -1.273, -0.179], [2.218, 0.949, 0.889], [3.776, 0.059, 0.288], [2.117, -0.671, 1.378], [2.097, 0.194, -1.360], [0.641, 1.991, -0.511], [-2.070, 2.184, 0.126], [-3.367, 0.173, 0.203], [-2.657, -2.049, 0.114], [-0.099, -2.262, -0.438], [1.640, -0.317, -0.614]], "lowdin_charge": [-0.13, -0.34, -0.04, -0.02, -0.09, -0.13, -0.03, 0.03, 0.16, 0.07, 0.10, 0.19, 0.05, 0.01, 0.15, 0.13, -0.11]}

=====

{"formula": "C5H11N2O", "method": "the ωB97M-V functional and the def2-TZVPD basis", "smiles": "C=NCC[C@@H](N)C[O-]", "largest_force_ha_per_bohr": 0.0078, "total_energy_ev": -10390.14922, "e_above_lowest_kcal_mol": 8.97, "homo_energy_ev": -2.543, "gap_ev": 6.02, "charge": -1, "species": ["C", "N", "C", "C", "C", "N", "C", "O", "H", "H", "H", "H", "H", "H", "H", "H", "H", "H", "H"], "coordinates": [[1.017, -2.689, -1.917], [0.135, -2.370, -1.083], [0.474, -1.324, -0.113], [-0.661, -0.322, 0.032], [-0.330, 0.868, 0.946], [1.071, 1.322, 0.828], [-1.282, 2.060, 0.728], [-0.977, 3.110, 1.502], [0.830, -3.475, -2.647], [1.999, -2.193, -1.967], [1.384, -0.795, -0.407], [0.649, -1.838, 0.836], [-1.540, -0.824, 0.439], [-0.922, 0.054, -0.965], [-0.470, 0.556, 1.989], [1.139, 1.766, -0.094], [1.035, 2.159, 1.420], [-2.323, 1.645, 0.851], [-1.227, 2.289, -0.378]], "lowdin_charge": [-0.10, -0.04, -0.27, -0.19, -0.43, 0.01, -0.55, -0.36, 0.05, 0.07, 0.09, 0.12, 0.10, 0.10, 0.13, 0.06, 0.05, 0.08, 0.08]}

=====

{"formula": "C2H2N2O2S", "method": "the ωB97M-V functional and the def2-TZVPD basis", "smiles": "Oc1n[nH]oc1=S", "largest_force_ha_per_bohr": 0.0405, "total_energy_ev": -20014.08835, "e_above_lowest_kcal_mol": 52.14, "homo_energy_ev": -9.119, "gap_ev": 8.66, "species": ["O", "C", "N", "N", "O", "C", "S", "H", "H"], "coordinates": [[1.686, -0.590, -0.789], [0.591, -0.235, -0.099], [0.257, -0.561, 1.071], [-0.918, 0.191, 1.375], [-1.320, 0.889, 0.194], [-0.367, 0.706, -0.733], [-0.270, 1.509, -2.146], [2.053, -1.396, -0.394], [-1.712, -0.514, 1.521]], "lowdin_charge": [0.09, -0.44, 0.13, 0.01, -0.06, -0.78, 0.75, 0.13, 0.17]}